15
Properties=species:S:1:pos:R:3:forces:R:3:mulliken_spin:R:1 method="wB97M-V/def2-TZVPD" spin_multiplicity=2 homo_energy_ev="-11.050 / -10.724" orbital_gap_ev="11.82 / 7.66" lumo_energy_ev="0.8 / -3.1"
C -0.618 -1.711 -0.985 1.8236 2.8611 1.3424 -0.001
C -0.391 -1.874 -2.470 -1.7716 -0.8669 -0.4656 0.000
H -0.872 -2.481 -0.278 -0.0930 -0.9458 -0.4142 0.000
H 0.255 -1.165 -0.507 -0.7075 -1.0051 -0.7252 0.000
H -1.337 -0.901 -0.847 -0.5029 -0.3642 -0.0558 0.000
H 0.559 -2.185 -2.887 0.3373 0.0102 0.4793 0.000
H -1.138 -2.611 -2.805 0.2931 0.0471 -0.2521 0.000
H -0.722 -0.951 -2.945 0.3948 0.0615 -0.1435 0.000
C 1.557 0.486 0.896 -0.7492 1.0148 1.0318 0.019
C 0.179 1.209 0.950 0.3930 -2.4315 -2.4778 -0.023
O -0.320 0.976 2.111 -0.7121 0.5840 1.2386 0.898
O -0.512 1.593 0.026 0.5105 0.6193 0.6654 0.086
H 1.437 -0.586 0.726 -0.2739 0.3150 0.0085 -0.002
H 1.860 0.610 1.945 0.9728 -0.1159 -0.4626 0.008
H 2.215 0.907 0.142 0.0850 0.2164 0.2309 0.016



14
Properties=species:S:1:pos:R:3:forces:R:3:nbo_charge:R:1 method="wB97M-V/def2-TZVPD" homo_energy_ev=-9.396 orbital_gap_ev=9.12 lumo_energy_ev=-0.3
O 2.391 1.047 -0.989 -0.3702 0.7631 0.5193 -0.491
C 2.323 -0.119 -1.634 1.6976 -0.6374 -0.9408 0.958
C 1.253 1.144 -0.096 0.3499 0.1446 0.1295 -0.125
O 3.216 -0.565 -2.313 -0.9531 0.4204 0.5902 -0.589
O 1.169 -0.732 -1.403 -1.2855 -0.4255 0.4252 -0.517
C 0.247 0.200 -0.727 0.8544 0.2450 -0.7569 -0.445
H 0.914 2.185 -0.064 0.1009 -0.2345 -0.0124 0.204
H 1.603 0.837 0.900 -0.1263 0.0655 -0.2264 0.178
H -0.247 0.743 -1.553 0.0069 -0.1972 0.3131 0.192
O -2.286 -0.576 2.244 -3.4445 2.0799 4.1928 -0.892
C -3.178 -1.547 1.811 -1.8693 -1.6694 -1.4393 0.365
O -2.995 -1.713 0.584 -0.9925 -1.3099 0.8106 -0.802
H -3.179 -0.196 2.755 3.2516 -0.3230 -0.7473 0.540
Cd -1.230 -0.706 0.486 2.7800 1.0786 -2.8578 1.423



14
Properties=species:S:1:pos:R:3:forces:R:3:nbo_charge:R:1 method="wB97M-V/def2-TZVPD" smiles=C[C@H]1S[C@H]1CS homo_energy_ev=-9.014 orbital_gap_ev=9.86 lumo_energy_ev=0.8
C -1.641 0.882 -0.336 -0.5731 -2.0859 -0.0896 -0.633
C -1.035 -0.269 0.480 -1.8917 0.5676 0.4917 -0.245
C 0.351 -0.595 0.461 1.3674 0.2539 1.5894 -0.369
C 1.286 0.288 -0.267 1.6589 1.1070 0.4513 -0.509
H -1.419 0.743 -1.396 -0.1286 0.1564 0.1266 0.225
H -2.706 0.803 -0.159 -0.4442 -0.0639 -0.4678 0.223
H -1.423 1.869 -0.030 0.9306 0.9857 0.5810 0.218
H -1.476 -0.456 1.472 -0.1479 0.3079 -0.6445 0.225
H 0.664 -0.946 1.444 0.5892 0.3045 -0.2345 0.236
H 1.401 1.307 0.297 -0.5637 -1.6394 -1.3173 0.233
H 0.998 0.374 -1.335 0.3008 0.2864 0.7689 0.235
H 2.589 -1.728 -0.243 0.5219 1.2078 0.0871 0.131
S -0.593 -1.870 -0.307 -0.7512 -0.3051 -0.8298 0.092
S 3.003 -0.402 -0.080 -0.8682 -1.0829 -0.5124 -0.061



5
Properties=species:S:1:pos:R:3:forces:R:3:nbo_charge:R:1 method="wB97M-V/def2-TZVPD" homo_energy_ev=-8.392 orbital_gap_ev=8.06 lumo_energy_ev=-0.3
H 0.840 1.251 0.030 -0.5151 0.2502 -2.8169 0.283
O -0.256 0.593 0.705 -2.1076 0.2746 0.8395 -0.810
C 0.023 0.450 -0.570 4.4338 0.8150 2.3608 0.480
O 0.267 -0.711 -0.965 -0.7918 0.8266 -1.6541 -0.763
Tl -0.874 -1.583 0.800 -1.0193 -2.1663 1.2707 0.809



Computed energy above the lowest of the compared OMol25 structures with the same formula, charge and spin, in the same sequence as the records: 0.7372, 2.0448, 1.2097, 1.7569 eV.